1.
CH3IOS2 in the gas phase at a distorted geometry, computed with the ωB97M-V functional and the def2-TZVPD basis.

The geometry in XYZ format:
```
8
Properties=species:S:1:pos:R:3:forces:R:3:nbo_charge:R:1
O 0.958 0.394 0.991 -3.91 3.30 -0.35 -0.70
C 0.666 0.238 -0.331 2.29 0.96 -2.40 -0.21
S -0.186 -1.374 -0.716 -0.76 1.38 0.51 0.10
S -1.772 -1.168 0.608 0.31 -0.05 -0.46 -0.10
I -3.154 0.645 -0.201 0.24 -0.33 -0.02 0.04
H 1.633 -0.114 1.251 3.89 -3.13 1.44 0.47
H 1.717 0.138 -0.958 -2.64 0.31 1.06 0.18
H 0.136 1.242 -0.644 0.58 -2.45 0.21 0.22
```
Forces are in eV/Å.

HOMO energy (hartree): -0.324
SMILES: OCSSI
Molecular weight (g/mol): 222.072
Total charge: 0
HOMO-LUMO gap (hartree): 0.2920

2.
C5H13NO in the gas phase at a distorted geometry, computed with the ωB97M-V functional and the def2-TZVPD basis.

The geometry in XYZ format:
```
20
Properties=species:S:1:pos:R:3:forces:R:3:nbo_charge:R:1
C 0.984 -1.247 2.070 2.64 0.79 -1.99 -0.59
C -0.061 -1.271 0.996 0.10 2.33 -0.02 -0.41
C 0.564 -1.069 -0.398 -0.14 -1.80 1.41 -0.39
C 0.840 0.373 -0.728 -3.73 -1.84 -1.26 -0.23
N -0.402 1.058 -0.408 -1.67 3.20 0.26 -0.67
C -1.113 1.746 -1.572 1.28 -0.28 1.86 0.08
O -2.522 1.913 -1.496 -0.48 1.01 2.21 -0.73
H 0.575 -1.329 3.029 -0.41 -0.74 1.56 0.21
H 1.771 -2.075 1.748 -1.39 1.73 1.33 0.20
H 1.467 -0.233 2.062 0.16 -0.89 0.06 0.18
H -0.914 -0.560 1.157 0.89 -0.61 -0.04 0.21
H -0.425 -2.220 1.115 -1.48 -2.57 -0.46 0.19
H 1.532 -1.583 -0.293 -0.27 -0.33 -0.79 0.19
H -0.154 -1.609 -1.050 0.85 0.65 -0.41 0.21
H 1.029 0.413 -1.773 0.52 0.44 -0.97 0.19
H 1.622 0.715 -0.181 2.43 1.23 1.54 0.19
H -0.205 1.750 0.348 -0.41 -0.60 -0.95 0.36
H -1.258 0.967 -2.241 2.21 -1.12 -2.49 0.19
H -0.564 2.702 -1.758 -0.81 -0.77 -0.67 0.16
H -2.764 1.556 -0.629 -0.28 0.17 -0.16 0.47
```
Forces are in eV/Å.

HOMO energy (hartree): -0.333
SMILES: CCCCNCO
Molecular weight (g/mol): 103.165
Total charge: 0
HOMO-LUMO gap (hartree): 0.3691

3.
A 14-piece molecular cluster, C6H41NO14 overall at a distorted geometry, computed with the ωB97M-V functional and the def2-TZVPD basis.

The geometry in XYZ format:
```
62
Properties=species:S:1:pos:R:3:forces:R:3:nbo_charge:R:1
C -0.121 -0.508 0.119 0.92 1.59 1.28 -0.45
C 1.233 -0.580 -0.663 -0.28 -0.20 -0.88 -0.47
C 2.399 -0.407 0.275 -0.62 -0.96 -0.29 -0.06
O 2.292 -1.394 1.267 1.03 -0.41 1.43 -0.78
C -0.473 0.920 0.774 -1.00 -1.45 -0.04 -0.24
N -0.957 1.933 -0.184 0.32 1.97 -0.09 -0.51
C -2.418 2.360 -0.230 1.99 -0.23 -0.60 -0.43
C -0.072 3.129 -0.133 -1.07 0.59 1.09 -0.44
H -0.994 -0.768 -0.481 0.24 -0.56 0.21 0.20
H 0.094 -1.145 1.024 -1.00 0.19 -1.13 0.25
H 1.320 -1.581 -1.159 -0.12 0.63 0.54 0.22
H 1.372 0.123 -1.490 -0.42 0.01 0.33 0.22
H 2.330 0.514 0.813 -0.12 0.84 0.35 0.16
H 3.361 -0.367 -0.228 0.22 -0.42 -0.21 0.18
H 2.141 -2.309 0.979 -0.07 0.23 -0.77 0.52
H -1.263 0.747 1.536 0.43 0.07 -0.31 0.17
H 0.370 1.236 1.395 -0.18 0.35 -0.38 0.24
H -2.544 3.308 -0.871 0.33 -1.51 1.07 0.20
H -2.809 1.496 -0.721 -1.36 0.01 -0.11 0.23
H -2.801 2.490 0.773 -0.33 0.24 0.25 0.19
H -0.466 3.838 -0.937 1.62 -1.01 0.51 0.19
H 0.896 2.647 -0.008 0.57 0.99 -1.49 0.22
H -0.015 3.780 0.824 -1.02 -1.19 -1.03 0.21
H 1.296 -1.620 -4.560 0.36 -1.10 0.52 0.47
H 1.360 -0.138 -4.457 0.26 1.00 0.73 0.48
O 1.076 -0.833 -5.025 -0.75 0.04 -1.14 -0.94
H 1.731 -4.655 0.141 0.90 -2.47 0.18 0.47
H 0.946 -3.786 -0.885 -0.61 -0.25 -0.69 0.51
O 1.381 -3.826 -0.033 -0.09 2.68 1.01 -1.00
H -2.842 -0.092 1.439 -1.30 -0.44 -0.33 0.50
H -4.220 -0.802 1.895 -0.78 -0.82 -1.03 0.50
O -3.472 -0.305 2.154 1.60 1.48 0.68 -0.96
H 2.902 2.175 -0.743 -0.83 0.06 1.64 0.47
H 2.789 1.740 -2.162 -1.10 -0.86 -1.10 0.46
O 3.325 2.221 -1.572 1.92 0.93 -0.53 -0.93
H -4.257 -0.460 -1.617 0.69 -0.07 0.16 0.48
H -2.714 -0.620 -1.816 0.34 -0.39 -0.95 0.50
O -3.394 -0.467 -1.165 -1.32 0.06 0.84 -0.99
H -1.107 -4.132 -1.608 0.65 0.31 0.00 0.50
H -0.686 -2.890 -2.404 0.02 0.36 0.09 0.50
O -0.328 -3.698 -2.014 -0.55 -0.82 -0.20 -0.99
H 2.471 2.596 2.223 0.49 0.00 0.22 0.49
H 2.618 4.061 1.942 0.62 0.78 0.24 0.48
O 2.055 3.326 1.757 -0.57 -0.49 -0.63 -0.98
H -2.083 -0.649 2.947 0.53 -0.53 0.75 0.50
H -1.619 -1.381 4.210 -0.14 -0.22 0.39 0.48
O -1.275 -0.987 3.413 -0.24 0.12 -0.34 -0.99
H -2.250 -2.667 -0.292 0.10 0.40 0.26 0.48
H -1.649 -3.329 1.001 -0.06 0.26 -0.47 0.49
O -2.204 -3.476 0.221 -0.20 -0.60 0.23 -0.97
H 1.639 -0.488 2.594 0.44 -1.00 -0.64 0.49
H 0.420 -0.400 3.567 1.02 0.85 -0.81 0.51
O 1.230 0.087 3.231 -1.52 0.17 1.58 -1.04
H -0.475 1.174 -1.672 0.67 0.44 -0.72 0.52
H -0.306 1.994 -2.959 0.50 -1.79 0.22 0.49
O -0.054 1.078 -2.622 -1.36 2.08 0.22 -1.05
H -1.324 -1.355 -3.771 -0.56 -0.48 0.99 0.50
H -0.838 -0.467 -2.762 0.08 0.08 0.62 0.52
O -1.380 -1.296 -2.778 0.64 0.63 -2.31 -1.01
H 3.319 1.100 3.996 0.14 -0.64 0.14 0.48
H 2.064 1.825 3.628 -0.18 -0.48 0.60 0.50
O 2.982 1.981 3.885 0.13 0.88 -0.15 -0.96
```
Forces are in eV/Å.

HOMO energy (hartree): -0.328
Molecular weight (g/mol): 351.387
Total charge: 0
HOMO-LUMO gap (hartree): 0.3309

4.
C3H4O2S as an isolated structure at a distorted geometry, computed with the ωB97M-V functional and the def2-TZVPD basis.

The geometry in XYZ format:
```
10
Properties=species:S:1:pos:R:3:forces:R:3:nbo_charge:R:1
C -0.917 0.469 0.417 -0.41 -1.47 -0.43 0.01
C -1.569 -0.878 -0.147 -1.13 0.82 0.34 -0.11
C 0.369 -0.328 0.170 0.74 1.02 -0.86 0.18
H -1.099 1.717 -1.117 0.14 -0.19 1.62 0.48
H -1.105 0.535 1.489 -0.03 0.06 -0.01 0.21
H -2.317 -1.346 0.517 0.52 0.02 -0.22 0.19
H -2.004 -0.859 -1.175 0.72 0.15 0.61 0.19
O -1.141 1.723 -0.119 0.02 -0.08 -1.50 -0.68
O -0.272 -1.512 -0.080 0.55 0.53 0.14 -0.47
S 1.909 0.168 -0.048 -1.11 -0.88 0.32 -0.01
```
Forces are in eV/Å.

HOMO energy (hartree): -0.331
Molecular weight (g/mol): 104.130
Total charge: 0
HOMO-LUMO gap (hartree): 0.3360